Entry 1:
Formula: C2H4N2O2S
Source: the OMol25 dataset
Level of theory: ωB97M-V/def2-TZVPD

XYZ file:
```
11
Properties=species:S:1:pos:R:3:forces:R:3
C -0.01495 0.04325 -0.10414 2.24 4.66 1.08
C -1.46303 0.46923 -0.09554 -1.07 3.49 -0.28
H 1.86505 1.17413 0.10155 -3.04 0.13 0.80
H -0.03383 1.82124 0.78590 4.35 -1.12 -2.73
H 2.25853 -1.87141 0.05593 -0.66 3.18 -0.14
H -1.54252 -1.68782 -0.68820 -2.24 0.93 1.78
N 0.78423 1.24763 0.09311 -3.04 -0.46 1.51
N 0.45455 -1.12003 -0.10749 2.66 -0.47 -0.40
O 1.96711 -0.86353 0.01403 -1.47 -4.80 -0.11
O -1.65834 1.74011 -0.16011 -0.61 -5.96 0.66
S -2.61680 -0.95279 0.10496 2.87 0.42 -2.17
```
Positions in Å, forces in eV/Å.

Results
* multiplicity: 1
* SMILES string: N/C(=N\O)C(=O)S
* net charge: 0
* gap between HOMO and LUMO: 0.328 Ha
* F_max: 6.0 eV/Å
* E_HOMO: -9.5 eV



Entry 2:
Formula: C8H6N2O
Source: the OMol25 dataset
Level of theory: ωB97M-V/def2-TZVPD

XYZ file:
```
17
Properties=species:S:1:pos:R:3:forces:R:3
C 2.58817 1.09409 0.20671 -1.74 5.40 0.96
C 3.21910 -0.05688 0.05221 -5.70 -2.31 -0.41
C 2.39978 -1.17691 -0.18808 -2.90 3.58 0.75
C 0.41831 -0.01131 -0.04904 1.41 1.50 0.83
C 1.15785 1.19559 0.15577 -0.26 1.89 -0.17
C -1.05789 0.07559 -0.01594 1.70 -0.48 -0.78
C -3.12763 0.65802 -0.17711 12.85 -6.88 2.40
C -3.02505 -0.61458 0.18903 -0.96 -1.87 1.78
H 3.19602 2.08087 0.39164 -1.29 -1.97 -0.41
H 4.18012 -0.15131 0.03518 5.68 -0.55 -0.06
H 2.89509 -1.95439 -0.54669 1.61 -4.12 -1.01
H 0.63015 2.34785 0.22599 1.43 -3.89 -0.16
H -3.84398 1.12339 -0.39380 -10.28 7.17 -2.90
H -3.74118 -1.26370 0.70394 0.25 0.05 -0.85
N 1.03052 -1.20641 -0.20326 1.62 0.96 -0.11
N -1.75394 1.08892 -0.34941 -1.82 0.69 0.04
O -1.71101 -1.04276 0.30140 -1.60 0.83 0.10
```
Positions in Å, forces in eV/Å.

Results
* multiplicity: 1
* SMILES string: c1ccc(-c2ncco2)nc1
* net charge: 0
* gap between HOMO and LUMO: 0.354 Ha
* F_max: 14.8 eV/Å
* E_HOMO: -9.0 eV